(1)
The following is a DFT calculation (ωB97M-V with the def2-TZVPD basis set) of 2 unconnected molecules or ions with the total composition C7H16F2N3O7PS2.

Structure (XYZ):
```
38
C7H16F2N3O7PS2, DFT ωB97M-V with the def2-TZVPD basis set
N 1.64441 -1.42957 2.82724
C 1.40930 -1.63243 1.57404
C 1.99425 -0.66425 0.45194
C 1.33963 0.73892 0.71720
C 2.29188 1.98100 0.48135
C 1.57525 3.35988 0.79977
C 0.04310 3.43416 0.42429
N -0.67968 2.12127 0.49725
P -2.30955 2.32035 -0.22575
O -2.23002 2.27710 -1.73267
O -3.26611 1.04613 0.34131
O -3.04413 3.72492 0.29310
C 0.04586 0.99143 -0.19116
H 1.16975 -2.16905 3.36523
H 0.77527 -2.50032 1.26944
H 3.10634 -0.54487 0.60546
H 1.80947 -1.06831 -0.57964
H 0.96536 0.76902 1.78620
H 2.63481 1.93524 -0.58447
H 3.20876 1.81791 1.11558
H 1.79258 3.66371 1.86184
H 2.08898 4.13731 0.16209
H -0.16556 3.93812 -0.56154
H -0.44396 4.10392 1.19325
H -0.82577 1.88454 1.49181
H -2.92808 0.86055 1.23903
H -3.83621 3.47534 0.80900
H 0.39260 1.39997 -1.18247
H -0.57819 0.06822 -0.31912
N -1.63023 -4.10682 -2.43840
S -1.21291 -5.62275 -2.28195
O -1.21040 -6.15752 -0.94354
O -0.19864 -6.11646 -3.17605
F -2.52287 -6.30172 -2.88769
S -0.55624 -3.13136 -1.84890
O -1.03878 -1.77518 -1.67768
O 0.79197 -3.22873 -2.34708
F -0.40225 -3.59966 -0.32827
```

Properties
- Total charge: 0
- Kohn-Sham gap: 7.2 eV
- F_max: 0.1199 Eh/bohr

---

(2)
The following is a DFT calculation (ωB97M-V with the def2-TZVPD basis set) of 2 unconnected molecules or ions with the total composition C5H10O.

Structure (XYZ):
```
16
C5H10O, DFT ωB97M-V with the def2-TZVPD basis set
C -0.35296 0.46710 -0.17201
C 0.40676 0.12908 0.87299
C 0.01029 -1.06111 1.69682
C 1.63119 0.90049 1.21468
H -1.31996 0.54341 0.31435
H 0.05255 1.11019 -0.95473
H -0.99559 -1.42759 1.45301
H 0.12165 -0.94102 2.77614
H 0.70198 -1.85254 1.37287
H 1.60005 1.12048 2.29007
H 1.61151 1.86175 0.69041
H 2.54264 0.35664 0.98297
C -1.08327 -0.64343 -3.02264
O -0.08328 -0.49697 -3.67821
H -1.33967 -1.60430 -2.53551
H -1.81774 0.17272 -2.87489
```

Properties
- Total charge: 0
- SMILES: C=C(C)C.C=O
- Kohn-Sham gap: 9.6 eV
- F_max: 0.0443 Eh/bohr

---

(3)
The following is a DFT calculation (ωB97M-V with the def2-TZVPD basis set) of 2 unconnected molecules or ions with the total composition C4H10OS2.

Structure (XYZ):
```
17
C4H10OS2, DFT ωB97M-V with the def2-TZVPD basis set
C 0.80130 0.44958 -1.17921
C 0.00000 0.00000 0.00000
S -1.84844 0.22674 -0.12234
C -2.13067 -0.37250 -1.79334
S -1.11133 0.16251 -3.20445
C 0.48024 -0.31199 -2.51091
H 0.74040 1.52772 -1.42286
H 1.84365 0.23116 -0.87711
H 0.35153 0.55790 0.88917
H 0.21422 -1.07278 0.16940
H -1.97585 -1.45409 -1.61542
H -3.20862 -0.21462 -1.98964
H 0.50875 -1.40128 -2.31577
H 1.27465 -0.08091 -3.24642
O -1.21602 -2.76617 2.35535
H -0.66729 -3.25666 1.70223
H -2.14354 -3.00313 2.12773
```

Properties
- Total charge: 0
- SMILES: C1CSCSC1.O
- Kohn-Sham gap: 9.2 eV
- F_max: 0.0302 Eh/bohr

---

(4)
The following is a DFT calculation (ωB97M-V with the def2-TZVPD basis set) of a molecular structure, C26H20N6S2Ti.

Structure (XYZ):
```
55
C26H20N6S2Ti, DFT ωB97M-V with the def2-TZVPD basis set
Ti -0.69833 -0.12828 0.34397
C -2.45212 -4.73641 3.26910
S -3.33899 -3.62634 2.16037
C -2.17872 -2.39072 1.91238
S -2.76794 -1.04169 0.91104
N -0.98382 -2.44628 2.40733
N -0.27615 -1.30153 2.08699
C 0.60499 -0.89288 2.91677
C 1.18017 0.42799 2.64774
C 2.13953 1.02362 3.43278
C 2.53737 2.32218 3.12297
C 1.96186 2.96604 2.04620
C 1.00962 2.29350 1.29094
N 0.62262 1.05313 1.58647
H -3.14035 -5.55393 3.47260
H -1.55239 -5.11742 2.79459
H -2.20411 -4.22059 4.19260
H 0.83452 -1.46124 3.81284
H 2.55977 0.49216 4.27560
H 3.28496 2.82105 3.72500
H 2.24048 3.97590 1.78154
H 0.54762 2.75656 0.42934
C 0.58191 -4.18447 -0.96761
C -0.30760 -3.17914 -0.56647
N -0.00253 -1.89674 -0.65249
C 1.19802 -1.53833 -1.20903
C 2.17795 -2.48069 -1.55988
C 1.82929 -3.84290 -1.41944
C 3.40898 -2.00455 -2.06730
C 3.60783 -0.65851 -2.22454
C 2.58948 0.27475 -1.93936
C 1.37288 -0.15594 -1.46966
N 0.22823 0.59775 -1.18220
C -0.23569 1.64811 -1.96192
C 0.31855 2.21172 -3.08394
C -0.31409 3.31867 -3.69249
C -1.47004 3.86103 -3.18112
C -2.06486 3.29106 -2.02445
C -3.25413 3.75207 -1.42258
C -3.74518 3.12299 -0.30558
C -3.06020 2.02101 0.21834
N -1.94621 1.54447 -0.32783
C -1.44377 2.18188 -1.44070
H 0.27484 -5.21744 -0.89300
H -1.28082 -3.43437 -0.17009
H 2.54559 -4.60551 -1.69929
H 4.18187 -2.71222 -2.33677
H 4.55352 -0.29519 -2.60254
H 2.76146 1.32704 -2.11699
H 1.22047 1.80672 -3.51893
H 0.13270 3.74371 -4.58056
H -1.94203 4.71339 -3.65121
H -3.77295 4.60422 -1.84478
H -4.65229 3.45900 0.17516
H -3.42176 1.51161 1.10009
```

Properties
- Total charge: +2
- Kohn-Sham gap: 6.2 eV
- F_max: 0.0108 Eh/bohr

---

(5)
The following is a DFT calculation (ωB97M-V with the def2-TZVPD basis set) of 2 unconnected molecules or ions with the total composition C6H14NO.

Structure (XYZ):
```
22
C6H14NO, DFT ωB97M-V with the def2-TZVPD basis set
C -2.63126 -0.99623 1.24366
C -1.38952 -0.74117 2.08362
C -0.07163 -1.16074 1.39389
C 0.26922 -0.19117 0.28743
C 0.63567 -0.49470 -0.95384
N 0.94954 0.52890 -1.87888
C 1.31577 0.33479 -3.07986
H -3.15775 -0.08278 1.01440
H -3.30642 -1.74588 1.65048
H -2.37515 -1.41200 0.26058
H -1.40623 -1.24409 3.04553
H -1.29618 0.31705 2.33578
H -0.17762 -2.14421 0.94121
H 0.75456 -1.10965 2.11209
H 0.12169 0.83922 0.58465
H 0.81135 -1.51916 -1.25528
H 1.12692 1.47798 -1.48757
H 1.31062 -0.65765 -3.50678
H 1.61078 1.19154 -3.67441
H 1.86087 3.19271 0.23389
H 2.95652 2.96371 -0.81423
O 2.08822 2.65355 -0.53636
```

Properties
- Total charge: +1
- Kohn-Sham gap: 9.3 eV
- F_max: 0.0199 Eh/bohr

---

(6)
The following is a DFT calculation (ωB97M-V with the def2-TZVPD basis set) of a gas-phase ion, C4H6N2 (charge +2).

Structure (XYZ):
```
12
C4H6N2, DFT ωB97M-V with the def2-TZVPD basis set
C -0.29779 0.93204 -1.11350
C 0.50065 0.55168 -2.01390
C -0.92902 0.24345 0.96395
C 0.70290 -1.52906 1.38584
N -0.95078 1.17230 -0.06039
N -0.10721 -0.69191 1.06537
H 1.51715 0.56610 -1.84121
H 0.30564 0.33726 -2.97804
H -1.62965 0.13735 1.77776
H 0.65707 -2.45513 0.79848
H 1.47627 -1.39650 2.10297
H -1.24521 2.13241 -0.08732
```

Properties
- Total charge: +2
- Kohn-Sham gap: 10.7 eV
- F_max: 0.0734 Eh/bohr